#one
Molecular formula: C2H6F2Si
Method: DFT, wB97M-V/def2-TZVPD

Computed properties:
HOMO level, eV: -9.52
M, g mol⁻¹: 96.152
Orbital gap, eV: 10.38
Net charge: 0

Last column: Mulliken charge in e.
Geometry (Å):
C 1.9033 0.1818 0.0769  -1.066
C -1.3307 -0.8035 0.4315  -0.224
F -2.6692 -0.8492 0.0791  -0.284
F -1.0036 1.9186 -0.1723  -0.278
Si -0.4463 0.4770 -0.6712  0.577
H 2.1608 1.0849 0.6204  0.287
H 2.0942 -0.6552 0.7310  0.318
H 2.3682 0.1093 -0.9169  0.281
H -1.0538 -1.9086 0.5862  0.284
H -1.4014 -0.3644 1.3843  0.186
H -0.6214 0.8093 -2.1490  -0.082



#two
Molecular formula: C2H6F2Si
Method: DFT, wB97M-V/def2-TZVPD

Computed properties:
HOMO level (spin up / spin down), eV: -9.17 / -8.06
M, g mol⁻¹: 96.152
Orbital gap (spin up / spin down), eV: 8.35 / 8.01
Net charge: 0

Last column: Mulliken charge in e.
Geometry (Å):
C -2.5679 0.7697 -0.1372  -0.828
C 1.6916 0.3141 0.2053  -0.222
F 1.1042 1.5127 -0.1661  -0.256
F 1.2189 -2.2313 1.0264  -0.226
Si 0.5895 -1.2171 -0.0189  0.310
H -2.8141 0.5455 -1.1789  0.274
H -2.5375 -0.0892 0.6208  0.226
H -1.8360 1.4366 0.0510  0.328
H 2.0276 0.4306 1.4004  0.209
H 2.5979 0.1814 -0.4199  0.236
H 0.5259 -1.6530 -1.3829  -0.051



Ordering by calculated energy gives the sequence #one, #two, with the first entry being the most stable.



#one
Molecular formula: C3H4N2S2
Method: DFT, wB97M-V/def2-TZVPD

Computed properties:
HOMO level (spin up / spin down), eV: -9.00 / -9.47
M, g mol⁻¹: 132.213
Orbital gap (spin up / spin down), eV: 7.78 / 7.53
Net charge: 0

Last column: Mulliken charge in e.
Geometry (Å):
C 1.6512 0.7829 0.5730  -0.383
C 1.1159 -0.4147 0.5311  -0.222
C 0.2781 0.6932 -1.0509  0.193
N 1.0842 1.5235 -0.4871  -0.529
N 0.3230 -0.5776 -0.5222  -0.134
S -2.8080 0.3261 0.1305  -0.044
S -3.2874 -0.6371 -1.5064  -0.150
H 2.2574 1.1886 1.2931  0.443
H 1.2284 -1.1404 1.2761  0.402
H -0.2179 -1.3635 -0.8043  0.244
H -1.6248 -0.3811 0.5670  0.180



#two
Molecular formula: C3H4N2S2
Method: DFT, wB97M-V/def2-TZVPD

Computed properties:
HOMO level, eV: -8.65
M, g mol⁻¹: 132.213
Structure (SMILES): S=C1NN=C[C@H]1S
Orbital gap, eV: 8.40
Net charge: 0

Last column: Mulliken charge in e.
Geometry (Å):
S 2.5921 -1.1108 -0.1023  -0.318
C 1.1662 -0.2310 -0.1700  -0.226
N 0.9839 1.0240 -0.5430  0.220
N -0.2555 1.5495 -0.4189  -0.616
C -0.8998 0.6514 0.2733  -0.535
C -0.1253 -0.5747 0.4952  0.415
S -1.0293 -1.8402 -0.4773  -0.162
H 1.7067 1.5928 -1.0253  0.253
H -1.9248 0.8873 0.5709  0.480
H 0.0488 -0.7133 1.5614  0.328
H -2.2630 -1.2351 -0.1638  0.161



Ordering by calculated energy gives the sequence #two, #one, with the first entry being the most stable.



#one
Molecular formula: C3H9NS
Method: DFT, wB97M-V/def2-TZVPD

Computed properties:
HOMO level (spin up / spin down), eV: -8.59 / -7.85
M, g mol⁻¹: 91.179
Orbital gap (spin up / spin down), eV: 8.66 / 8.12
Net charge: 0

Last column: Mulliken charge in e.
Geometry (Å):
C -1.4478 -0.2275 -0.5394  -1.117
C 1.3578 -1.9182 -0.1636  -1.191
C -0.9707 1.0942 0.2021  -0.296
N 1.2566 2.1435 1.2728  -0.527
S 0.8321 1.1758 0.0431  0.127
H -2.3448 -0.0125 -1.0610  0.352
H -0.7529 -0.6784 -1.1982  0.293
H -1.5717 -1.1050 0.0778  0.344
H 2.2112 -1.4570 -0.4009  0.473
H 0.7295 -2.1773 -0.9501  0.368
H 1.1099 -2.4155 0.7159  0.322
H -1.2996 1.1932 1.2385  0.357
H -1.3366 1.9357 -0.4353  0.251
H 2.2270 2.4490 1.1984  0.243



#two
Molecular formula: C3H9NS
Method: DFT, wB97M-V/def2-TZVPD

Computed properties:
HOMO level, eV: -8.88
M, g mol⁻¹: 91.179
Structure (SMILES): CNCCS
Orbital gap, eV: 9.80
Net charge: 0

Last column: Mulliken charge in e.
Geometry (Å):
C -1.6377 -0.1454 1.8200  -0.948
N -0.9414 -0.6244 0.6447  -0.389
C 0.4762 -0.3698 0.9077  -0.287
C 1.2147 -0.3653 -0.4120  -0.733
S 0.4603 0.6373 -1.6070  -0.260
H -1.2707 -0.6207 2.8135  0.260
H -2.6576 -0.4702 1.7053  0.337
H -1.5861 0.9847 1.8516  0.359
H -1.3212 -0.1370 -0.0833  0.252
H 0.4545 0.6533 1.3815  0.344
H 0.9325 -1.2607 1.5437  0.232
H 2.2865 -0.0759 -0.2186  0.336
H 1.1424 -1.3820 -0.6814  0.373
H 0.9246 1.7656 -1.0076  0.124



#three
Molecular formula: C3H9NS
Method: DFT, wB97M-V/def2-TZVPD

Computed properties:
HOMO level, eV: -8.45
M, g mol⁻¹: 91.179
Structure (SMILES): CNCSC
Orbital gap, eV: 9.48
Net charge: 0

Last column: Mulliken charge in e.
Geometry (Å):
C -1.9944 0.8585 -0.4495  -0.777
N -1.2281 0.0896 0.5462  -0.331
C 0.1240 0.5123 0.7285  -0.678
S 1.2746 0.3716 -0.7007  -0.048
C 2.0908 -1.1707 -0.2789  -0.853
H -2.9562 1.1837 -0.0359  0.268
H -2.1871 0.2594 -1.3421  0.276
H -1.4515 1.7530 -0.7370  0.290
H -1.2850 -0.8938 0.3244  0.246
H 0.1321 1.5692 0.9950  0.401
H 0.5749 -0.0262 1.5572  0.337
H 2.9842 -1.3291 -0.8908  0.317
H 2.4525 -1.1345 0.7471  0.273
H 1.4693 -2.0430 -0.4634  0.280



#four
Molecular formula: C3H9NS
Method: DFT, wB97M-V/def2-TZVPD

Computed properties:
HOMO level, eV: -8.39
M, g mol⁻¹: 91.179
Structure (SMILES): C=N.CSC
Orbital gap, eV: 9.23
Net charge: 0

Last column: Mulliken charge in e.
Geometry (Å):
C 1.4104 1.8136 0.4437  -0.314
N 1.6595 0.9710 1.3591  -0.427
H 0.4412 2.2914 0.3764  0.228
H 2.1979 2.2739 -0.1554  0.263
H 2.1752 0.1202 1.1555  0.260
C -1.3630 -0.5820 0.9005  -0.797
S -0.0891 -1.6449 0.1434  -0.096
C -0.3189 -1.0728 -1.6046  -0.787
H -1.2059 -0.8789 1.9305  0.261
H -1.3234 0.5020 0.7613  0.237
H -2.3355 -0.8232 0.4490  0.344
H -1.1140 -1.6911 -2.0339  0.302
H 0.6143 -1.2061 -2.1373  0.289
H -0.7487 -0.0732 -1.5883  0.237



Ordering by calculated energy gives the sequence #three, #two, #four, #one, with the first entry being the most stable.